No. 1
{"formula": "C3H11N2S2", "method": "ωB97M-V with the def2-TZVPD basis set", "elements": ["N", "C", "N", "H", "H", "H", "H", "H", "C", "C", "S", "S", "H", "H", "H", "H", "H", "H"], "positions_angstrom": [[-1.145, -0.348, -1.391], [-0.710, -1.212, -2.244], [-1.465, -1.921, -3.051], [-2.132, -0.130, -1.432], [-0.528, 0.117, -0.669], [0.361, -1.364, -2.329], [-1.055, -2.540, -3.738], [-2.466, -1.806, -3.086], [2.398, -1.117, 0.578], [1.394, -0.402, 1.469], [0.717, 1.035, 0.562], [-0.847, 1.645, 1.765], [3.322, -0.570, 0.403], [1.986, -1.414, -0.387], [2.682, -2.062, 1.059], [1.902, 0.016, 2.332], [0.587, -1.064, 1.762], [-1.800, 0.837, 1.262]], "forces_ev_per_angstrom": [[-0.8, 0.1, 0.0], [0.6, -0.3, -0.3], [-0.1, -0.1, -0.4], [0.0, 0.1, 0.4], [0.0, 0.0, -0.5], [0.0, -0.1, 0.2], [0.0, 0.1, 0.2], [0.0, 0.0, 0.0], [0.2, -0.7, 0.2], [0.4, 0.4, -0.4], [0.0, 0.1, 0.5], [0.1, 0.0, -0.1], [-0.1, 0.2, 0.0], [-0.1, 0.1, -0.1], [0.0, 0.2, 0.0], [-0.1, -0.2, 0.3], [-0.1, 0.0, 0.1], [0.0, 0.0, 0.1]], "relative_energy_kcal_mol": 5.2, "multiplicity": 1, "charge": 1, "homo_energy_ev": -13.00, "e_lumo_ev": -3.302, "e_tot_ev": -27934.1676}

---

No. 2
{"formula": "C26H29N5O4", "method": "ωB97M-V with the def2-TZVPD basis set", "elements": ["C", "C", "O", "C", "O", "C", "C", "C", "C", "N", "C", "O", "C", "C", "C", "N", "C", "N", "C", "C", "C", "C", "O", "N", "N", "C", "C", "C", "C", "C", "C", "C", "C", "C", "C", "H", "H", "H", "H", "H", "H", "H", "H", "H", "H", "H", "H", "H", "H", "H", "H", "H", "H", "H", "H", "H", "H", "H", "H", "H", "H", "H", "H", "H"], "positions_angstrom": [[-9.157, -0.981, 1.985], [-8.656, -1.265, 0.576], [-7.250, -1.054, 0.467], [-6.843, 0.213, 0.277], [-7.604, 1.146, 0.176], [-5.372, 0.326, 0.195], [-4.535, -0.783, 0.315], [-3.170, -0.628, 0.231], [-2.605, 0.636, 0.026], [-1.220, 0.709, -0.029], [-0.425, 1.776, -0.376], [-0.878, 2.855, -0.711], [1.021, 1.494, -0.298], [1.914, 2.314, -0.913], [1.548, 3.502, -1.737], [3.267, 2.082, -0.826], [3.743, 1.160, 0.057], [4.981, 0.928, 0.431], [4.843, -0.070, 1.345], [5.984, -0.694, 2.060], [6.921, -1.430, 1.094], [7.827, -0.451, 0.346], [8.760, 0.179, 1.193], [3.596, -0.442, 1.532], [2.890, 0.354, 0.708], [1.467, 0.275, 0.496], [1.163, -1.038, -0.212], [0.722, -2.140, 0.512], [0.478, -3.336, -0.137], [0.676, -3.441, -1.503], [1.130, -2.354, -2.239], [1.342, -2.450, -3.718], [1.372, -1.156, -1.578], [-3.442, 1.746, -0.092], [-4.808, 1.584, -0.008], [-10.217, -1.212, 2.049], [-9.010, 0.069, 2.224], [-8.616, -1.588, 2.707], [-8.807, -2.313, 0.307], [-9.169, -0.617, -0.143], [-4.964, -1.760, 0.472], [-2.520, -1.488, 0.321], [-0.761, -0.185, 0.090], [2.385, 3.804, -2.365], [0.679, 3.296, -2.355], [1.275, 4.331, -1.085], [3.925, 2.733, -1.225], [6.556, 0.083, 2.572], [5.571, -1.386, 2.795], [6.335, -2.002, 0.373], [7.540, -2.132, 1.661], [7.223, 0.354, -0.076], [8.349, -0.977, -0.468], [9.279, -0.500, 1.640], [0.989, 0.266, 1.488], [0.579, -2.058, 1.579], [0.135, -4.192, 0.424], [0.482, -4.379, -2.003], [1.313, -3.484, -4.050], [0.562, -1.899, -4.243], [2.300, -2.017, -3.998], [1.725, -0.302, -2.139], [-3.012, 2.720, -0.254], [-5.467, 2.434, -0.099]], "forces_ev_per_angstrom": [[0.3, 0.0, -0.3], [-0.6, 0.1, 0.1], [0.3, -0.1, 0.0], [-0.2, 0.2, -0.1], [0.0, -0.1, 0.0], [0.3, 0.1, 0.0], [-0.1, 0.2, 0.0], [0.1, 0.1, 0.0], [-0.5, 0.1, 0.0], [0.4, -0.2, 0.1], [0.0, -0.1, 0.0], [-0.1, 0.2, 0.0], [0.5, 0.1, 0.2], [-0.4, -0.2, 0.0], [-0.1, 0.1, -0.1], [0.1, 0.2, -0.2], [0.1, -0.6, 0.6], [0.1, 0.5, -0.5], [-0.5, 0.1, 0.0], [0.0, -0.2, 0.0], [0.1, 0.4, 0.0], [-0.2, -0.4, -0.4], [0.3, 0.1, 0.4], [-0.1, -0.7, 0.6], [0.6, 0.9, -0.4], [-0.2, -0.3, 0.0], [0.0, -0.2, 0.1], [0.0, 0.2, 0.0], [-0.1, -0.1, 0.0], [0.0, 0.0, 0.0], [0.1, 0.0, 0.0], [0.0, 0.0, 0.0], [-0.1, -0.1, 0.1], [0.2, 0.2, 0.0], [-0.2, -0.3, 0.1], [-0.1, 0.0, 0.0], [0.0, 0.1, 0.0], [0.0, -0.1, 0.1], [0.0, 0.1, 0.0], [0.1, -0.2, 0.1], [0.0, -0.1, 0.0], [0.1, -0.1, 0.0], [-0.1, 0.2, -0.1], [0.1, 0.0, 0.0], [0.0, 0.1, 0.0], [0.0, 0.0, 0.0], [-0.1, 0.0, 0.0], [0.0, -0.1, 0.1], [0.0, 0.1, 0.0], [0.0, -0.1, 0.0], [0.0, -0.1, -0.1], [0.1, -0.1, -0.1], [-0.1, 0.1, 0.1], [0.0, 0.1, -0.1], [0.1, 0.0, -0.2], [0.0, 0.0, 0.1], [0.0, -0.1, 0.0], [0.0, -0.1, -0.1], [0.0, 0.0, -0.1], [0.0, 0.0, -0.1], [0.1, 0.0, -0.1], [0.0, 0.1, -0.1], [0.0, 0.0, 0.0], [0.0, 0.1, 0.0]], "relative_energy_kcal_mol": 2.1, "multiplicity": 1, "smiles": "CCOC(=O)c1ccc(NC(=O)C2=C(C)Nc3nc(CCCO)nn3[C@@H]2c2cccc(C)c2)cc1", "homo_energy_ev": -8.40, "e_lumo_ev": 0.355, "e_tot_ev": -43074.9327}

---

| no. | HOMO-LUMO gap (eV) |
| --- | --- |
| 1 | 9.697 |
| 2 | 8.755 |